DFT (ωB97M-V with the def2-TZVPD basis set) results for a molecular structure, C4H5FeLiO3 in a non-equilibrium geometry.

Properties
- Lowest unoccupied orbital energy (spin up / spin down): -0.208 / -0.221 Eh
- E_HOMO (spin up / spin down): -11.928 / -12.415 eV
- 2S+1: 6
- Expectation value of S²: 8.7872
- Kohn-Sham gap (spin up / spin down): 6.2731 / 6.3921 eV
- Largest force on an atom: 3.91 eV/A
- Net charge: +1
- Molecular weight: 163.87 g/mol
- ΔE to the lowest compared entry with this formula, charge and spin: 201.1 kcal per mole

The geometry in XYZ format:
```
14
Properties=species:S:1:pos:R:3:lowdin_spin:R:1
O -1.433 -0.532 -1.242 0.04
Li -0.857 -2.353 0.126 0.01
O -2.270 -1.573 -0.726 0.01
C -1.418 0.558 -0.473 0.09
C -0.299 1.328 -0.072 0.05
H 0.017 2.187 0.543 0.01
H -2.484 0.778 -0.328 0.01
H -1.458 1.948 0.169 0.07
O 2.618 -0.040 -0.543 0.16
C 2.104 -0.852 0.330 0.10
C 0.839 -0.675 0.831 0.70
Fe 1.670 1.541 -0.973 3.71
H 0.266 -0.583 1.751 0.04
H 2.705 -1.731 0.608 0.02
```